ORCA calculation (ωB97M-V with the def2-TZVPD basis set) on 8 unconnected molecules or ions with the total composition C24H45FO24.

Calculated values
SMILES: O=C1OC[C@@H](F)O1.COC(=O)OC.COC(=O)OC.COC(=O)OC.COC(=O)OC.COC(=O)OC.COC(=O)OC.COC(=O)OC
Energy relative to the best compared isomer or geometry (same formula, charge and spin) in kcal per mole: 109.5
Calculated total energy in Ha: -2846.96955

Geometry as XYZ:
```
94
Properties=species:S:1:pos:R:3:lowdin_charge:R:1
C 4.8735 -5.0637 7.7919 -0.054
C 5.1476 -6.4846 7.4398 -0.414
O 4.0377 -7.1793 7.8890 0.183
C 3.3775 -6.3896 8.7124 -0.584
O 2.5301 -6.7410 9.5091 0.147
O 3.8188 -5.1498 8.7145 0.104
F 6.2470 -6.8335 7.9905 0.146
H 4.4643 -4.5558 6.9186 0.146
H 5.7514 -4.6293 8.2701 0.151
H 5.2426 -6.7284 6.3817 0.173
C -0.7916 9.1033 1.6311 -0.031
O 0.5578 9.4142 1.3584 0.007
C 0.9780 10.6379 1.3638 -0.594
O 0.2335 11.5934 1.4548 0.114
O 2.3406 10.5605 1.2215 -0.012
C 3.2513 11.6056 1.6534 -0.039
H -0.6322 8.3606 2.4128 0.098
H -1.2487 8.5706 0.7972 0.094
H -1.4459 9.9308 1.9052 0.098
H 4.2968 11.3096 1.7395 0.087
H 3.0006 12.1260 2.5778 0.092
H 3.2957 12.3930 0.9010 0.086
C 0.5425 4.7367 -5.8562 -0.003
O 1.9571 4.5276 -6.2781 -0.033
C 2.5874 5.4580 -7.0736 -0.629
O 2.1569 6.4018 -7.6531 0.138
O 3.8293 5.0735 -7.2235 -0.006
C 4.7101 5.5319 -8.3071 -0.006
H 0.2381 3.8099 -5.3699 0.085
H -0.1481 4.7158 -6.6993 0.088
H 0.5395 5.6405 -5.2470 0.096
H 4.7841 6.6194 -8.3084 0.089
H 4.4088 5.1799 -9.2936 0.094
H 5.7416 5.1966 -8.1986 0.086
C -6.2570 0.2318 -3.1496 -0.019
O -6.8895 0.5556 -1.8679 0.006
C -6.4889 1.6853 -1.3108 -0.598
O -6.0354 2.6415 -1.9455 0.091
O -6.9796 1.7103 -0.0700 -0.014
C -7.0603 2.8510 0.8008 -0.024
H -5.1797 0.3639 -3.0488 0.098
H -6.5174 0.8888 -3.9794 0.086
H -6.6169 -0.7094 -3.5650 0.092
H -6.0620 3.1794 1.0899 0.096
H -7.5870 2.6120 1.7247 0.088
H -7.7214 3.5807 0.3333 0.098
C -0.4583 1.7918 0.5551 -0.002
O 0.3459 0.6377 0.6638 0.036
C -0.0692 -0.5198 0.5749 -0.624
O -1.2510 -0.9108 0.3938 0.073
O 1.0292 -1.2555 0.8605 -0.016
C 0.9614 -2.6130 1.1950 -0.050
H -1.0585 1.7473 1.4639 0.102
H -1.0964 1.7837 -0.3286 0.105
H 0.1783 2.6699 0.6633 0.099
H 1.6195 -3.1833 0.5394 0.091
H -0.0767 -2.9391 1.1301 0.091
H 1.2255 -2.6675 2.2511 0.095
C -3.2349 -6.0398 -2.6019 -0.056
O -3.0968 -7.0090 -3.6432 -0.014
C -2.2502 -8.0781 -3.4098 -0.480
O -1.4529 -8.2391 -2.4343 0.053
O -2.4843 -8.9864 -4.3713 -0.013
C -1.7086 -10.1629 -4.5554 -0.043
H -2.5258 -6.1729 -1.7849 0.081
H -4.2274 -6.0400 -2.1513 0.098
H -2.7865 -5.0981 -2.9185 0.096
H -2.3268 -10.9608 -4.9668 0.094
H -1.4630 -10.4817 -3.5424 0.087
H -0.7629 -10.1035 -5.0941 0.096
C 3.5033 -4.8840 -3.1430 -0.029
O 3.3531 -3.4718 -3.1410 -0.013
C 2.4655 -2.9979 -3.9909 -0.553
O 1.5511 -3.5812 -4.5521 0.116
O 2.6467 -1.6207 -4.1579 -0.024
C 3.8049 -0.9417 -3.6124 -0.052
H 2.9623 -5.2890 -3.9982 0.092
H 3.0793 -5.4433 -2.3090 0.097
H 4.5796 -5.0348 -3.2260 0.099
H 4.0429 -1.1107 -2.5622 0.085
H 3.6382 0.1310 -3.7106 0.092
H 4.7113 -1.2578 -4.1288 0.090
C -4.0464 -1.1983 5.0730 -0.033
O -2.9977 -0.2922 5.5255 -0.045
C -1.7872 -0.8279 6.0069 -0.557
O -1.3370 -1.8998 5.7571 0.139
O -1.2391 0.0286 6.8755 -0.029
C -0.2242 -0.3319 7.7806 -0.038
H -4.2431 -1.0180 4.0161 0.090
H -4.9009 -0.8781 5.6692 0.087
H -3.8787 -2.2512 5.2996 0.091
H -0.0957 0.4335 8.5459 0.098
H 0.6943 -0.4740 7.2111 0.096
H -0.5906 -1.2915 8.1454 0.100
```

=====

ORCA calculation (ωB97M-V with the def2-TZVPD basis set) on a molecular structure, C16H20N2O4S.

Calculated values
Energy relative to the best compared isomer or geometry (same formula, charge and spin) in kcal per mole: 330.4
Calculated total energy in Ha: -1429.88111

Geometry as XYZ:
```
43
Properties=species:S:1:pos:R:3:lowdin_charge:R:1
C 2.5763 -5.3981 3.2389 -0.086
H 2.0854 -6.3065 3.3935 0.091
H 2.9627 -4.9253 3.9666 0.034
H 3.3086 -5.6186 2.3413 0.158
O 1.6507 -4.7160 2.5772 -0.035
C 1.9977 -3.4532 2.3537 -0.319
O 3.2136 -3.0483 2.4303 0.051
C 0.6947 -2.7076 1.7731 -0.099
C 0.9602 -1.5978 1.0436 -0.027
C -0.0032 -0.6517 0.5980 -0.222
N 0.0131 0.4149 -0.0142 0.090
C 1.1100 0.5349 -1.0035 -0.578
N 1.5361 1.9122 -1.5069 -0.135
C 2.0513 2.3652 -2.5109 -0.455
C 1.3229 3.2549 -3.4810 -0.157
C -0.0925 3.1234 -3.0427 -0.283
C -0.3757 3.4857 -1.7430 -0.351
H -0.6862 4.5089 -1.5430 0.135
C 0.5083 3.1188 -0.8847 -0.177
H 1.3174 3.9600 -0.6172 0.168
H 0.2986 2.7479 0.1653 0.134
H -1.4749 2.8714 -1.2245 0.206
H -0.8397 3.7545 -3.7823 0.179
H -0.3884 2.1142 -3.2077 0.113
H 1.3769 3.0794 -4.5780 0.125
H 1.5501 4.4232 -3.1435 0.168
H 3.2843 2.7356 -2.3226 0.190
H 2.1336 1.4221 -3.1227 0.095
S 2.1994 -0.5390 -1.5333 0.789
H -0.5905 1.0996 -0.1846 0.036
C -1.4827 -0.9974 1.0263 0.075
C -1.5987 -2.2181 1.7359 -0.067
C -0.6095 -2.9044 2.2212 -0.077
H -0.6403 -3.8543 2.7710 0.126
H -2.5440 -2.3621 2.1228 0.093
C -2.6843 -0.0593 0.7170 -0.606
O -2.4424 0.8794 -0.0538 0.050
O -3.6414 -0.4701 1.2092 0.072
C -4.8495 0.1546 0.6885 0.060
H -4.9446 0.2777 -0.2531 0.014
H -4.6642 1.2900 1.2040 0.180
H -5.6802 -0.3685 1.2802 0.131
H 2.0813 -1.3319 0.8953 0.109
```

=====

ORCA calculation (ωB97M-V with the def2-TZVPD basis set) on a gas-phase ion, C7H13N2O (charge +1).

Calculated values
Net charge: +1
Energy relative to the best compared isomer or geometry (same formula, charge and spin) in kcal per mole: 131.1
Calculated total energy in Ha: -458.86495

Geometry as XYZ:
```
23
Properties=species:S:1:pos:R:3:lowdin_charge:R:1
C 1.5599 0.7354 0.4278 -0.273
C 3.4234 -0.6536 -0.4299 -0.015
C 2.5448 0.2844 -0.8315 -0.031
C 2.3838 1.4109 1.4733 -0.035
C -2.9254 -0.2872 -0.7764 -0.046
C -0.2227 -1.4661 -0.4405 -0.020
C -1.9142 0.0992 0.4262 -0.177
N 0.3293 0.6523 0.5988 0.130
N -0.5419 -0.1828 0.0878 -0.210
O 4.1496 -1.3509 0.1454 0.344
H 1.9690 -0.0655 -1.6150 0.113
H 2.9623 1.3572 -1.0852 0.217
H 2.8411 0.6470 2.1342 0.105
H 1.8065 1.9696 2.2532 0.118
H 3.0421 2.0802 1.0308 0.056
H -2.7593 0.3991 -1.5541 0.051
H -2.7666 -1.4257 -0.9826 0.102
H -3.9292 -0.2315 -0.4278 0.056
H -0.6433 -1.6708 -1.3652 0.071
H 0.8873 -1.6933 -0.5021 0.107
H -0.5713 -2.1577 0.2288 0.076
H -2.2163 -0.5592 1.3158 0.134
H -2.0344 1.1436 0.8025 0.128
```